Computed, not measured: a structure of composition C32H69Cl3NNbO9P at a distorted geometry, with ωB97M-V/def2-TZVPD.

ORCA input file:
```
! RIJCOSX wB97M-V def2-TZVPD def2/J DEFGRID3
* xyz -1 1
C 3.801 -6.276 -4.131
H 4.474 -6.873 -3.510
H 3.121 4.926 -4.513
H -0.853 -4.197 4.080
O -2.446 -2.705 -3.349
C 2.605 -1.128 3.062
H -5.414 6.865 -3.149
H -4.829 4.778 -1.177
H -3.732 7.089 -3.673
H 2.056 2.650 1.677
O -1.869 3.188 -0.027
C 1.745 7.398 -2.515
C 3.180 0.191 0.997
Cl 1.440 1.606 5.223
O 2.203 5.089 -2.025
H -2.243 5.910 -0.407
C 2.853 -4.163 -0.521
H 3.652 6.405 -2.585
C 2.443 -6.957 -4.216
O -2.573 -3.623 6.023
C -1.820 -4.701 4.009
C 2.254 -5.558 -0.431
Cl -4.210 1.983 -0.215
H -4.866 -1.792 -2.662
H 1.739 -6.353 -4.796
H 2.826 6.623 -4.949
H 1.442 3.986 3.658
H -3.089 -0.115 -3.541
H 2.758 -6.248 -1.112
H -1.824 6.515 -2.023
H -1.581 4.131 2.610
C 4.027 -1.607 2.999
H -2.041 0.421 7.042
N 5.068 -1.331 2.085
H 1.965 5.247 1.527
C 4.330 -4.171 -0.165
H -2.461 -4.068 3.386
O 2.156 -3.290 0.364
H -2.078 -0.579 -4.900
C -2.174 1.510 1.843
H -5.020 -3.358 -3.445
H 2.334 -5.952 0.588
H -0.417 1.238 7.148
H -5.568 -1.895 -4.291
O 0.960 -0.931 -1.015
H 2.011 -7.077 -3.219
C 4.535 -0.447 1.122
C -0.773 4.116 3.428
C -2.551 2.346 0.555
C -2.545 5.919 -1.457
H 0.676 3.280 0.686
H 2.525 -7.942 -4.683
C 0.674 3.949 2.803
O -4.856 5.681 -0.834
H 4.744 -3.161 -0.223
C 2.085 -0.128 2.023
H 3.062 -4.470 -4.038
C 2.504 5.803 -4.302
H 1.282 4.888 -2.237
H -1.039 3.411 4.276
H 1.475 5.537 -4.562
H -1.679 -5.660 3.504
C -2.426 -4.892 5.391
H 5.380 -5.585 -5.436
H 2.954 0.889 0.132
H 0.690 7.186 -2.714
C -0.939 0.330 6.723
H 2.264 -3.625 1.264
C -3.782 -5.578 5.311
H -3.992 7.490 -1.205
H -0.577 -0.667 7.129
Cl -2.420 -0.608 4.430
H -4.490 -4.976 4.733
C -4.397 6.476 -3.059
C -0.965 0.287 5.123
H 2.722 -3.773 -1.532
H -3.169 -3.088 5.484
C 4.411 -6.086 -5.511
H -2.489 -2.221 -2.511
H 1.822 7.656 -1.456
H -3.798 -0.224 -5.167
C 2.610 6.188 -2.834
O -1.690 -0.343 -0.957
H 3.774 -5.451 -6.135
H 4.482 -4.517 0.863
H 2.045 8.265 -3.110
C -3.412 -2.144 -4.231
H 1.912 -1.506 3.880
H -0.815 5.174 3.886
H 1.022 6.179 2.809
H 5.281 -0.173 0.293
H -2.823 0.557 1.781
H -2.556 2.032 2.796
H -1.929 -0.960 -0.226
H 0.750 -1.659 -0.389
C -4.800 -2.303 -3.628
H -2.494 4.884 -1.808
H 4.551 -7.045 -6.017
O 3.656 -5.007 -3.498
H -3.355 -2.698 -5.172
C -3.953 6.472 -1.604
P -0.133 0.354 -0.591
H -4.210 -5.698 6.309
H 0.124 5.546 1.257
H -3.699 -6.563 4.845
H -1.750 -5.487 6.010
H -4.409 5.459 -3.465
H 1.189 -5.536 -0.679
H -0.651 -0.917 2.152
Nb -0.021 0.780 1.970
H 4.895 -4.820 -0.839
C 0.913 2.818 1.718
C -3.082 -0.680 -4.478
C 0.951 5.361 2.023
H 4.339 -2.329 3.836
C 0.036 0.847 4.281
*
```

Calculated values
**LUMO energy**: 1.03 eV
**M**: 842.14 Da
**HOMO-LUMO gap**: 0.2235 Ha

Computed, not measured: a structure of composition C32H69NO23Si2 at a distorted geometry, with ωB97M-V/def2-TZVPD.

ORCA input file:
```
! RIJCOSX wB97M-V def2-TZVPD def2/J DEFGRID3
* xyz 0 1
C 3.198 1.522 0.944
O -5.792 -7.208 3.259
H 1.498 -6.543 -6.719
O -3.569 0.777 2.179
H -3.764 1.887 -1.859
H 5.706 -3.738 4.977
H 1.596 2.614 -12.680
H -8.295 -9.912 2.907
H -0.295 7.293 5.799
H 1.518 0.067 -7.532
O -0.462 2.341 -3.468
C 8.441 -4.601 6.415
H -6.158 -4.642 3.719
H -3.237 6.272 -0.865
H 5.793 0.274 1.163
H -3.230 3.212 2.718
H -4.478 -0.506 -0.566
H 4.057 4.557 5.683
H -6.096 6.895 4.075
H -3.049 1.653 4.553
C -0.912 1.835 2.819
C -0.474 2.661 1.601
C -6.892 -7.157 3.749
O -5.683 7.633 1.567
H -4.654 7.141 5.095
H 3.458 1.994 1.899
H -0.969 3.635 1.605
C 3.641 0.058 0.944
C -5.127 7.386 4.149
C 1.695 1.710 0.679
H -4.991 6.196 -0.553
H 2.878 -0.583 1.395
H -2.484 0.880 -2.571
Si -2.751 1.870 3.118
H -0.801 2.152 0.686
H 10.585 -6.852 7.191
O 9.015 -5.801 6.490
H 1.116 -3.477 -11.563
H -6.576 -9.731 3.350
H 1.544 1.953 -0.377
H 7.193 -2.758 5.036
H -1.006 6.841 4.225
H 4.882 0.323 2.683
H 10.981 -5.170 6.747
C 1.803 -5.266 -8.991
C 1.067 1.321 -9.796
H 0.391 -1.232 -7.975
H -5.256 8.463 4.059
O 1.370 -4.962 -10.213
O 7.313 -4.718 5.718
N -4.766 -1.727 1.726
H 3.433 2.916 6.003
C 3.250 3.979 6.129
H 3.168 4.225 7.186
H 6.525 -3.012 1.634
H -0.221 0.416 -7.684
H 3.121 -6.854 -7.371
H 2.561 -3.286 -10.544
C 1.618 5.511 5.502
H -4.169 7.771 -0.602
C 10.247 -5.821 7.218
C -4.066 6.723 -0.328
C -4.656 7.096 1.889
H 1.168 0.769 0.875
H -4.282 -4.158 -0.032
O -7.378 -6.152 4.473
H 6.291 -3.097 6.530
O 2.268 -4.491 -8.194
O 1.631 -6.573 -8.796
H 3.779 -0.287 -0.084
C 4.939 -0.163 1.697
C -5.174 -3.727 0.434
C -4.945 -2.253 0.591
H 3.747 2.047 0.157
H -5.354 -4.204 1.393
H -0.461 4.873 -6.175
C 2.058 -7.038 -7.510
H 0.729 3.414 -11.342
H 1.272 3.784 1.033
O -3.740 6.595 1.061
C 0.607 -0.172 -8.076
C 1.513 -3.580 -10.558
H -2.069 2.148 -1.388
H 0.947 -2.952 -9.873
O -2.656 2.838 -3.259
C 1.519 2.712 -11.602
H -2.233 -1.291 1.584
C 6.588 -3.494 5.561
O -1.499 3.878 -4.759
C -0.252 4.117 -5.424
H 6.905 -1.860 2.922
H -3.261 -1.164 3.769
H -6.992 -4.330 5.258
H -6.053 -1.256 -0.916
H 1.856 -8.104 -7.505
O 5.141 -1.554 1.871
C -7.437 -9.247 2.893
O 1.185 2.233 -9.019
H 1.488 2.836 2.514
O 2.014 4.237 5.455
H 0.493 4.481 -4.720
C -5.002 -1.454 -0.687
H 2.463 3.056 -11.184
H -4.585 -2.014 -1.526
O -4.238 6.898 3.139
O -7.830 -8.099 3.652
O 0.468 5.612 4.840
H -7.194 -8.964 1.870
H 10.089 -5.503 8.247
C -6.459 -5.072 4.672
H -6.002 -3.925 -0.252
H -0.450 2.279 3.712
C -1.442 2.959 -3.798
H 0.110 3.210 -5.904
O 1.204 1.401 -11.119
O 0.779 0.060 -9.479
O 2.203 6.410 6.047
Si -3.442 -0.870 2.333
H -5.577 -5.410 5.212
C -2.735 1.875 -2.205
H 7.107 -1.399 1.202
O 8.872 -3.584 6.896
C -0.085 6.932 4.794
H -0.525 0.811 2.760
H 0.600 7.616 4.296
C 6.487 -1.958 1.912
C 1.050 2.824 1.510
*
```

Calculated values
**LUMO energy**: 0.53 eV
**M**: 892.06 Da
**HOMO-LUMO gap**: 0.3479 Ha
**Energy relative to the best compared isomer or geometry (same formula, charge and spin)**: 18.1 kJ/mol